C3H6N2OS | ωB97M-V/def2-TZVPD

Each line ends with the Mulliken charge.
Cartesian coordinates (Å):
C  2.912448  0.367422  0.043802  -1.022
H  0.739643  2.408958  -0.028603  0.244
H  3.756868  -0.477087  -0.365837  0.260
O  1.352055  -1.511392  0.114858  -0.532
H  2.956583  1.350068  -0.684977  0.270
N  -0.806185  -0.588036  -0.137122  -0.300
C  0.083496  0.463014  -0.006029  0.435
H  -2.686385  0.414826  1.287386  0.136
H  -0.662178  -1.602906  0.335534  0.378
H  3.023734  1.031851  0.922779  0.334
S  -2.400241  -0.108341  -0.068298  -0.253
N  -0.138426  1.704356  0.020960  -0.641
C  1.515962  -0.349661  -0.117647  0.691

Cartesian forces (eV/Å) of the 3 atoms listed first:
C 0.5223 0.5082 -4.2409
H -2.3719 -2.7529 0.1065
H -2.1391 2.7976 1.8468

SMILES	[H]/N=C(/NS)C(C)=O
multiplicity	1
Kohn-Sham gap	0.338	Ha

***

C21H29N6PPtSSe | ωB97M-V/def2-TZVPD

Each line ends with the Mulliken charge.
Cartesian coordinates (Å):
N  3.764465  2.789165  0.249634  0.157
C  -1.495566  2.032789  -1.520367  -0.634
C  2.362571  2.371491  0.160170  -0.772
H  -5.557678  0.860292  0.351508  0.484
C  -0.689884  -2.001588  -2.583087  0.956
H  -2.414805  -3.344472  -5.170483  0.412
H  -0.641198  -1.599981  2.297852  0.218
H  -3.564570  -3.685216  1.422248  0.482
H  5.498951  -0.614190  0.227506  0.387
H  5.397553  2.767255  1.551893  0.310
H  -4.388560  -4.109921  -0.875855  0.482
H  4.041314  2.789522  -1.818643  0.384
H  1.892989  2.813315  -0.721414  0.403
Se  -0.734754  1.000559  1.624772  -0.261
H  1.814485  2.734120  1.029710  0.468
C  -2.342673  1.106846  0.639854  -0.291
H  3.822351  2.560952  2.330227  0.378
H  -0.819245  1.218405  -1.779393  0.185
H  3.506456  -0.960297  1.527721  0.466
C  5.392520  0.466762  0.307326  -0.710
C  -2.734003  -3.069501  -1.805208  0.880
C  -1.579700  -2.312769  -1.533366  -0.447
C  -0.997284  -2.387486  -3.866006  -0.634
H  -0.901715  -3.343369  2.417000  0.383
C  -3.496139  -3.521455  -0.702222  -0.712
N  -2.529375  1.554379  -0.613291  0.294
H  -3.377862  -0.659511  2.631737  0.144
H  -0.299467  -2.175198  -4.666049  0.461
C  -3.870410  1.508783  -0.920895  -0.420
H  3.052931  0.588721  -2.225652  0.588
C  4.532588  2.472530  -0.899472  -0.779
H  -3.422949  1.021650  3.204646  0.371
H  -3.948711  -3.976780  -3.334802  0.418
H  -1.982865  2.400922  -2.418604  0.341
N  4.748703  0.952272  -1.008335  0.066
C  3.327550  0.116148  1.507261  -1.068
C  -3.047051  -3.412263  -3.137488  -0.858
C  -3.827295  0.319687  2.480457  -0.702
Pt  0.340368  -0.584156  -0.070645  -0.071
C  -3.054652  -3.276470  0.560844  -0.848
S  0.828462  -1.185201  -2.223504  -0.684
H  -4.904172  0.251146  2.601069  0.322
H  3.651912  -0.828647  -1.361864  0.555
P  2.237151  0.538123  0.085436  1.570
H  6.374018  0.938302  0.351915  0.363
H  2.823151  0.379458  2.438698  0.393
H  -2.184935  -2.248987  2.890749  0.407
C  4.419636  2.293565  1.460884  -0.873
H  5.394301  0.765207  -1.778338  0.351
H  5.527300  2.913417  -0.835667  0.361
C  -2.192902  -3.067546  -4.149299  -0.756
H  -0.951026  2.845762  -1.043058  0.299
C  3.456946  0.241202  -1.273647  -1.299
N  4.597441  0.843309  1.419454  0.143
N  -3.553197  0.788750  1.124693  0.254
C  -4.512421  1.034649  0.169428  -0.396
N  -1.246393  -1.943765  -0.239945  0.160
C  -1.897290  -2.491096  0.776475  0.966
H  -4.248433  1.823620  -1.876967  0.455
C  -1.375608  -2.388531  2.174698  -1.502

Cartesian forces (eV/Å) of the 3 atoms listed first:
N 0.0072 0.0085 0.0533
C 0.0000 0.0358 0.0031
C -0.0261 0.0134 -0.0579

net charge	+2
multiplicity	1
Kohn-Sham gap	0.264	Ha

***

C7H13F | ωB97M-V/def2-TZVPD

Each line ends with the Mulliken charge.
Cartesian coordinates (Å):
C  -1.472340  0.217938  0.427674  -0.105
H  -0.870943  -2.372853  1.070128  0.314
C  1.028261  1.490766  -0.885301  -1.961
H  1.297437  2.472194  -0.516435  0.491
H  1.066425  -1.646091  -1.332066  0.389
F  -2.118583  0.667254  -0.696373  -0.330
C  -0.510296  1.359057  0.980339  -1.128
H  1.654668  0.602563  0.823435  0.406
C  0.676270  0.668723  0.354721  0.380
C  0.065886  -1.167354  -1.398346  -1.677
H  -0.095918  -0.455025  -2.270820  0.281
H  1.118656  -2.312992  0.760239  0.304
H  0.219082  1.734928  -1.508330  0.470
H  0.012932  -1.503213  2.138591  0.375
H  -0.472951  1.472715  2.060220  0.260
C  0.127025  -1.758088  1.074227  -1.383
H  1.909681  1.085971  -1.447941  0.328
H  -0.845784  2.291695  0.638289  0.424
H  -1.991033  -0.279755  1.220176  0.447
C  -0.156951  -0.639840  0.079337  1.227
H  -0.641523  -1.928595  -1.571760  0.488

Cartesian forces (eV/Å) of the 3 atoms listed first:
C 3.7968 0.2213 0.4237
H 2.0829 -0.0388 -0.6627
C 1.8717 -0.2263 0.2727

SMILES	C[C@H]1C[C@@H](F)C1(C)C
multiplicity	1
Kohn-Sham gap	0.405	Ha

***

C4H5ClF2NO2P | ωB97M-V/def2-TZVPD

Each line ends with the Mulliken charge.
Cartesian coordinates (Å):
F  -0.858042  -1.733774  1.419251  -0.278
C  -0.932675  -0.823055  0.263429  0.912
H  0.803926  2.153812  -0.228596  0.392
H  -1.382514  1.370910  -1.213385  0.349
H  0.025951  1.279578  1.432220  0.394
P  2.129727  -0.346190  0.266509  0.372
C  0.359302  -0.034170  -0.315381  -0.472
F  -1.464443  -1.708261  -0.806712  -0.314
Cl  2.284848  -1.558471  1.998510  -0.209
C  -0.011538  1.482623  0.277183  -0.530
N  -1.462646  1.597602  -0.178531  -0.454
H  0.253904  -0.191951  -1.488160  0.292
C  -2.121064  0.342168  0.430679  0.183
O  2.880589  -1.332959  -1.007780  -0.521
O  -3.341397  0.229837  0.980813  -0.457
H  2.836074  -0.727699  -1.830049  0.342

Cartesian forces (eV/Å) of the 3 atoms listed first:
F 0.2567 2.9183 -3.0460
C -1.8122 -2.4450 -0.3882
H -2.1462 -0.5756 1.4779

SMILES	O=C1NC[C@@H](P(O)Cl)C1(F)F
multiplicity	1
Kohn-Sham gap	0.322	Ha

***

CH12NO3 | ωB97M-V/def2-TZVPD

Each line ends with the Löwdin spin population.
Cartesian coordinates (Å):
O  -1.511983  -1.627498  1.124121  0.033
H  2.281522  0.903450  1.096021  0.134
H  1.399178  1.085848  -0.205684  0.079
O  0.162737  0.885200  -2.836450  0.062
C  1.389637  -0.832737  0.481931  0.177
H  -1.584170  1.286944  1.523736  0.029
H  1.647363  -1.584488  1.362072  0.026
H  0.786896  0.476280  -3.442197  0.014
H  0.290612  -0.949811  0.196577  0.012
H  -0.672009  0.387837  -3.093441  0.019
H  -1.419922  -2.211223  0.413604  0.010
H  0.656468  1.091269  1.158366  0.085
O  -1.128654  1.091066  0.723794  0.093
N  1.448978  0.587760  0.638002  0.168
H  -2.180344  -2.111329  1.630869  0.007
H  1.972852  -1.218170  -0.299134  0.027
H  -1.835909  0.935348  0.209893  0.026

Cartesian forces (eV/Å) of the 3 atoms listed first:
O -0.9887 0.5009 1.8909
H 1.3216 0.4079 0.5500
H 0.1054 0.7109 -2.4529

multiplicity	2
Kohn-Sham gap (alpha / beta)	0.117 / 0.436	Ha

***

C4H8ClN | ωB97M-V/def2-TZVPD

Each line ends with the Löwdin spin population.
Cartesian coordinates (Å):
C  -0.891204  -0.833294  0.099954  0.139
N  -0.363247  -0.522603  -0.941282  0.738
C  -2.157084  -1.664043  0.452934  0.067
H  1.957989  0.467289  -1.656359  0.030
C  1.804582  0.590617  -0.651222  0.687
H  0.352839  1.769256  0.129067  0.028
Cl  2.524570  -0.664291  0.412866  0.110
H  1.857706  2.309597  0.595432  0.012
C  1.332173  1.899213  -0.169219  0.099
H  -2.676924  -0.964310  1.181316  0.000
H  -0.335412  -0.560714  1.132779  0.085
H  -1.939464  -2.609136  0.913503  0.001
H  -2.709429  -1.797750  -0.463557  0.001
H  1.242911  2.580170  -1.036208  0.002

Cartesian forces (eV/Å) of the 3 atoms listed first:
C 0.0908 -1.2225 3.9897
N -0.7428 -0.0339 -1.4258
C 0.1378 2.4648 -0.0950

multiplicity	3
Kohn-Sham gap (alpha / beta)	0.298 / 0.363	Ha